(1)
{
  "formula": "C3H8ClN",
  "method": "wB97M-V/def2-TZVPD",
  "species": ["C", "C", "C", "H", "H", "H", "H", "H", "H", "H", "H", "N", "Cl"],
  "coordinates": [[-0.1538, 1.5482, -0.0120], [-0.0939, -0.0077, -0.2468], [0.9463, -0.8505, 0.0593], [0.1228, 2.6514, -1.0270], [-1.7455, 1.8957, 0.5619], [0.6433, 1.6187, 1.3204], [-0.2196, -0.0802, -1.4125], [-1.6696, -0.7523, 0.9513], [-1.1620, -1.8231, -0.5488], [0.8104, -1.6127, 1.2372], [1.0273, -1.7232, -0.8374], [-1.2037, -0.8476, -0.0215], [2.6982, -0.0166, -0.0241]],
  "energy_ev": -17243.8925,
  "homo_lumo_gap_ev": 9.33,
  "e_above_lowest_kj_mol": 874.92,
  "largest_force_ha_per_bohr": 0.184,
  "spin_multiplicity": 1
}

***

(2)
{
  "formula": "C3H8ClN",
  "method": "wB97M-V/def2-TZVPD",
  "species": ["C", "C", "C", "H", "H", "H", "H", "H", "H", "H", "H", "N", "Cl"],
  "coordinates": [[-1.5338, 1.0225, 0.0993], [-0.1804, 0.4093, -0.0540], [0.0432, -0.9979, 0.5840], [-1.9987, 3.1826, 0.4508], [-0.2103, 2.5197, 0.1465], [-2.4849, 0.5059, -0.2678], [-1.7386, 0.6857, 1.2599], [0.0524, 0.5474, -1.1727], [0.3329, 1.2123, 0.3093], [-0.6053, -1.6145, 0.2022], [-0.0827, -0.8145, 1.7377], [-1.2783, 2.3360, -0.2031], [1.5123, -1.4811, -0.2953]],
  "energy_ev": -17249.5993,
  "homo_lumo_gap_ev": 10.16,
  "e_above_lowest_kj_mol": 324.30,
  "largest_force_ha_per_bohr": 0.148,
  "spin_multiplicity": 1
}

***

(3)
{
  "formula": "C3H8ClNO",
  "method": "wB97M-V/def2-TZVPD",
  "species": ["C", "C", "C", "H", "H", "H", "H", "H", "H", "H", "H", "N", "O", "Cl"],
  "coordinates": [[-0.8390, -1.3836, -0.3260], [-0.3807, 0.1566, -0.2761], [1.2472, 0.0336, -0.5235], [-1.3692, -2.0880, -2.3244], [0.0752, -3.0142, -1.2258], [-0.6367, -1.9226, 0.5317], [-2.0319, -1.2868, -0.3018], [-0.7444, 0.7568, -0.9905], [1.7338, -0.8413, 0.1841], [1.3785, -0.0058, -1.8261], [1.3722, 1.7638, 0.8158], [-0.2629, -1.9967, -1.6475], [1.7490, 1.3355, -0.0353], [-0.7114, 1.0054, 1.3944]],
  "energy_ev": -19296.6312,
  "homo_lumo_gap_ev": 10.28,
  "e_above_lowest_kj_mol": 456.15,
  "largest_force_ha_per_bohr": 0.141,
  "spin_multiplicity": 1
}

***

(4)
{
  "formula": "C3H8ClO2P",
  "method": "wB97M-V/def2-TZVPD",
  "species": ["C", "C", "C", "O", "O", "P", "Cl", "H", "H", "H", "H", "H", "H", "H", "H"],
  "coordinates": [[-1.1689, 1.4691, -0.5468], [2.8080, 0.4293, -0.4739], [-0.8736, -1.7880, 1.0345], [1.4831, 0.9528, -0.8792], [-0.1891, -1.0103, 0.0284], [0.1766, 0.6357, 0.0333], [-5.1158, 0.9240, -0.4835], [-2.1442, 1.0845, -0.1223], [-1.1385, 2.4659, -0.9099], [2.9858, -0.5391, -1.1100], [2.6626, 0.1638, 0.5233], [3.5689, 1.1700, -0.8341], [-0.2586, -1.8402, 1.9575], [-0.9987, -2.7323, 0.5330], [-1.7976, -1.3853, 1.2497]],
  "energy_ev": -29142.2928,
  "homo_lumo_gap_ev": [3.43, 3.46],
  "e_above_lowest_kj_mol": 535.86,
  "largest_force_ha_per_bohr": 0.078,
  "spin_multiplicity": 1
}

***

(5)
{
  "formula": "C3H8ClO2P",
  "method": "wB97M-V/def2-TZVPD",
  "species": ["C", "C", "C", "O", "O", "P", "Cl", "H", "H", "H", "H", "H", "H", "H", "H"],
  "coordinates": [[-0.0590, 0.1559, 1.5995], [0.2519, -1.8366, -0.7851], [0.2677, 2.0211, -0.8498], [-0.9457, -1.0538, -0.8236], [-0.9962, 1.4885, -0.4915], [-1.1833, 0.0891, 0.2730], [-3.1858, 0.0419, 0.0496], [-0.5189, 1.0744, 2.0493], [-0.0124, -0.8519, 2.1536], [-0.1570, -2.8126, -0.4234], [0.9426, -1.3619, -0.0613], [0.6081, -1.6970, -1.9157], [0.6579, 2.4655, 0.0994], [-0.1942, 2.9680, -1.3179], [0.9405, 1.4703, -1.4259]],
  "smiles": "C=P(Cl)(OC)OC",
  "energy_ev": -29145.5968,
  "homo_lumo_gap_ev": 9.36,
  "e_above_lowest_kj_mol": 217.07,
  "largest_force_ha_per_bohr": 0.115,
  "spin_multiplicity": 1
}

***

(6)
{
  "formula": "C3H8ClPS",
  "method": "wB97M-V/def2-TZVPD",
  "species": ["C", "C", "C", "P", "S", "Cl", "H", "H", "H", "H", "H", "H", "H", "H"],
  "coordinates": [[-1.6251, -0.4873, -0.1404], [0.3915, 1.6243, 0.2080], [1.0767, -0.9659, -0.6085], [-0.0470, -0.0804, 0.5891], [0.1540, -0.6388, 2.7465], [1.1850, -2.6466, -0.1853], [-2.2699, 0.3339, 0.1463], [-1.5232, -0.1990, -1.2552], [-1.7720, -1.5571, 0.1554], [0.2653, 2.0428, -0.7736], [-0.0352, 2.2795, 0.9047], [1.4573, 1.7368, 0.3668], [2.1035, -0.5356, -0.5646], [0.6390, -0.9064, -1.5893]],
  "energy_ev": -35883.6069,
  "homo_lumo_gap_ev": [5.65, 6.86],
  "largest_force_ha_per_bohr": 0.060,
  "spin_multiplicity": 3
}

***

(7)
{
  "formula": "C3H8F2N",
  "method": "wB97M-V/def2-TZVPD",
  "species": ["C", "C", "C", "N", "F", "F", "H", "H", "H", "H", "H", "H", "H", "H"],
  "coordinates": [[-0.3456, 1.0757, -0.8984], [-0.9950, -0.5194, 0.7874], [1.2857, 0.3149, 0.6541], [0.0592, 0.3051, 0.2342], [2.1266, 1.1990, 0.2839], [2.3036, -1.4568, -0.5165], [-1.3736, 1.3493, -0.8490], [0.2608, 2.1038, -0.7870], [-0.1145, 0.6991, -1.9183], [-0.5110, -1.4307, 1.1715], [-1.4817, -0.0611, 1.5367], [-1.6636, -0.7244, 0.0555], [2.7730, -1.6754, 0.2120], [1.5275, -0.2431, 1.5426]],
  "energy_ev": -10157.5004,
  "homo_lumo_gap_ev": 11.93,
  "e_above_lowest_kj_mol": 0.00,
  "largest_force_ha_per_bohr": 0.098,
  "spin_multiplicity": 1,
  "total_charge": 1
}

***

(8)
{
  "formula": "C3H8F2N2",
  "method": "wB97M-V/def2-TZVPD",
  "species": ["C", "C", "C", "N", "N", "F", "F", "H", "H", "H", "H", "H", "H", "H", "H"],
  "coordinates": [[2.1840, -1.2160, -0.1086], [-1.1873, 1.0320, -0.6726], [0.8261, -0.7516, 0.2707], [-2.3681, 0.3488, -0.4085], [-0.6863, 1.9501, 0.1892], [0.7563, -0.0904, 1.6478], [-0.1474, -1.7897, 0.4032], [2.4331, -2.0803, 0.4583], [2.7752, -0.4464, 0.1925], [2.1219, -1.4761, -1.1628], [-0.4741, 0.5580, -1.4019], [-2.7920, 0.4077, 0.5323], [-2.7982, -0.2415, -1.1612], [0.3586, 2.1647, 0.1076], [-1.0017, 1.6308, 1.1140]],
  "energy_ev": -11652.0004,
  "homo_lumo_gap_ev": [6.76, 6.18],
  "e_above_lowest_kj_mol": 399.70,
  "largest_force_ha_per_bohr": 0.072,
  "spin_multiplicity": 1
}

***

(9)
{
  "formula": "C3H8F2NO",
  "method": "wB97M-V/def2-TZVPD",
  "species": ["C", "C", "C", "N", "O", "F", "F", "H", "H", "H", "H", "H", "H", "H", "H"],
  "coordinates": [[-0.9887, 0.0090, -0.6066], [-1.0536, 1.9417, 0.8306], [2.1417, -0.6904, 0.7835], [-0.4947, 1.1562, -0.2627], [1.4568, -0.9144, -0.1319], [1.6692, -0.2327, 1.9328], [0.0540, -2.5544, -2.1524], [0.3109, -0.4969, -0.1556], [-1.9656, -0.2478, -0.0381], [-0.8862, -0.3060, -1.5706], [-1.9089, 1.5181, 1.3342], [-0.3378, 2.2481, 1.5725], [-1.4064, 2.7156, 0.2244], [3.2278, -0.7886, 0.7853], [0.1814, -3.3575, -2.5455]],
  "energy_ev": -12202.8794,
  "homo_lumo_gap_ev": 10.12,
  "e_above_lowest_kj_mol": 306.16,
  "largest_force_ha_per_bohr": 0.117,
  "spin_multiplicity": 1,
  "total_charge": 1
}

***

(10)
{
  "formula": "C3H8F2P",
  "method": "wB97M-V/def2-TZVPD",
  "species": ["C", "C", "C", "F", "F", "P", "H", "H", "H", "H", "H", "H", "H", "H"],
  "coordinates": [[0.4264, 1.0675, -0.8725], [-0.2618, -1.6206, 0.5842], [1.1680, 1.3531, 0.5011], [2.0576, -1.0169, -0.7288], [-2.7849, -0.3769, -0.5645], [0.8640, -0.3192, 0.0552], [-3.4607, 0.1358, -0.3398], [-0.5530, 1.4549, -0.8917], [0.9325, 1.3767, -1.7016], [-0.5118, -1.3558, 1.5646], [0.1945, -2.5611, 0.5347], [-1.1146, -1.6327, -0.0772], [0.7887, 1.7372, 1.4371], [2.2550, 1.7582, 0.4990]],
  "energy_ev": -17956.7222,
  "homo_lumo_gap_ev": 12.71,
  "e_above_lowest_kj_mol": 126.46,
  "largest_force_ha_per_bohr": 0.067,
  "spin_multiplicity": 1,
  "total_charge": 1
}

***

Copy entry 9 word for word.
{
  "formula": "C3H8F2NO",
  "method": "wB97M-V/def2-TZVPD",
  "species": ["C", "C", "C", "N", "O", "F", "F", "H", "H", "H", "H", "H", "H", "H", "H"],
  "coordinates": [[-0.9887, 0.0090, -0.6066], [-1.0536, 1.9417, 0.8306], [2.1417, -0.6904, 0.7835], [-0.4947, 1.1562, -0.2627], [1.4568, -0.9144, -0.1319], [1.6692, -0.2327, 1.9328], [0.0540, -2.5544, -2.1524], [0.3109, -0.4969, -0.1556], [-1.9656, -0.2478, -0.0381], [-0.8862, -0.3060, -1.5706], [-1.9089, 1.5181, 1.3342], [-0.3378, 2.2481, 1.5725], [-1.4064, 2.7156, 0.2244], [3.2278, -0.7886, 0.7853], [0.1814, -3.3575, -2.5455]],
  "energy_ev": -12202.8794,
  "homo_lumo_gap_ev": 10.12,
  "e_above_lowest_kj_mol": 306.16,
  "largest_force_ha_per_bohr": 0.117,
  "spin_multiplicity": 1,
  "total_charge": 1
}